Entry from OMol25: a molecular structure, C36H27Br63F17IO3 in a non-equilibrium geometry (ωB97M-V/def2-TZVPD).

```
147
Properties=species:S:1:pos:R:3
C -1.25101 0.76577 5.96523
C -1.04414 0.79587 4.77711
C -0.68051 0.60342 3.36810
C 0.85865 0.41534 3.46461
C 1.66747 0.78788 2.19914
C 2.42691 -0.43063 1.69199
F 1.54068 -1.43698 1.47023
F 3.29426 -0.82935 2.65415
C 3.18489 -0.09183 0.38836
F 2.30183 0.22403 -0.57099
F 3.87302 1.04432 0.66599
C 4.26700 -1.06328 -0.16124
F 4.85463 -0.37859 -1.16701
F 5.21705 -1.26010 0.76165
C 3.81158 -2.42847 -0.78509
F 2.61781 -2.34931 -1.38657
F 4.70829 -2.69828 -1.75411
C 3.90356 -3.64191 0.20216
F 3.56909 -3.30097 1.45000
F 5.21371 -3.95724 0.22663
C 3.18914 -4.94927 -0.27764
F 3.85631 -5.94775 0.34035
F 3.40203 -5.12053 -1.59175
C 1.70628 -5.18937 0.13408
F 1.54283 -4.98737 1.45058
F 1.48391 -6.50002 -0.08923
C 0.56155 -4.44586 -0.61263
F 0.37660 -3.23204 -0.11921
F -0.55359 -5.14081 -0.39122
F 0.75700 -4.39064 -1.91398
O -1.13911 1.63946 2.48246
C -1.56702 1.05175 1.32899
O -1.91992 1.63723 0.35806
O -1.46278 -0.29499 1.44109
C -1.47765 -0.61077 2.82252
I -3.55500 -0.67845 3.48878
H -1.59653 0.68207 6.96995
H 1.18217 1.07760 4.26270
H 1.06743 -0.59638 3.80625
H 2.37412 1.55593 2.49218
H 1.00706 1.13968 1.41205
H -0.98674 -1.57256 2.92146
C 0.48155 -5.31841 -6.06835
Br -1.01543 -6.32964 -5.40980
Br 1.87830 -5.21030 -4.75394
Br 1.13240 -6.01443 -7.73766
H 0.13323 -4.31319 -6.25343
C -4.42529 4.07357 -1.71739
Br -6.03354 3.70886 -0.73168
Br -4.76973 4.45072 -3.57325
Br -3.40797 5.48677 -0.90379
H -3.81700 3.18027 -1.67579
C 0.37793 4.45114 -1.06857
Br 1.49209 5.70636 -2.00408
Br 1.14816 2.69272 -1.03788
Br -0.04574 5.04490 0.70944
H -0.55696 4.38997 -1.60872
C -4.61596 -2.51697 -1.05525
Br -5.04596 -2.36096 0.81239
Br -5.38771 -1.06007 -2.04037
Br -2.71988 -2.64764 -1.33249
H -5.05906 -3.42869 -1.42768
C -6.70009 7.52671 -5.71753
Br -7.82529 6.59505 -4.46695
Br -7.72445 8.60731 -6.92845
Br -5.34290 8.51295 -4.78819
H -6.19255 6.77894 -6.30978
C 1.58308 -2.66343 7.44384
Br 1.81188 -4.00370 6.08878
Br 0.39713 -1.27060 6.81329
Br 0.98765 -3.40343 9.11076
H 2.54987 -2.21416 7.61765
C -3.43127 -2.99691 10.47660
Br -2.25369 -1.89491 9.43200
Br -2.77626 -4.80137 10.58926
Br -3.74922 -2.24621 12.21704
H -4.38086 -3.03139 9.96368
C -8.03015 2.71605 -5.16489
Br -7.04320 2.86189 -6.80938
Br -9.79726 2.01924 -5.44998
Br -7.06441 1.70810 -3.84633
H -8.13984 3.71909 -4.77760
C -3.01939 10.83518 -1.99465
Br -3.31961 9.01663 -1.43761
Br -1.72683 11.71316 -0.87791
Br -2.52504 10.92299 -3.85134
H -3.95698 11.36008 -1.88660
C 2.76639 -9.53455 -2.72087
Br 0.91687 -9.63714 -2.20974
Br 3.46956 -7.76988 -2.45489
Br 3.84158 -10.85754 -1.82502
H 2.82097 -9.74834 -3.77812
C 6.44076 -9.39503 -4.56865
Br 4.92089 -9.65875 -5.71259
Br 7.78971 -10.73616 -4.81695
Br 7.16491 -7.62536 -4.74005
H 6.08565 -9.49436 -3.55267
C -0.67285 14.06599 -6.45191
Br -0.51428 12.19390 -6.86785
Br -2.17682 14.86608 -7.33993
Br -0.73652 14.35615 -4.55410
H 0.21636 14.55312 -6.82317
C 9.36830 -9.36361 -1.54433
Br 7.49042 -9.59908 -1.21155
Br 9.90376 -7.53454 -1.30199
Br 10.42605 -10.56496 -0.48157
H 9.54008 -9.61486 -2.58186
C 2.66360 10.97103 -1.57044
Br 1.43091 9.95661 -0.49999
Br 1.74920 12.27241 -2.64981
Br 4.04146 11.78145 -0.50118
H 3.14752 10.27635 -2.24062
C -8.54514 -1.66552 3.15535
Br -6.97273 -0.62753 3.55510
Br -8.13731 -3.53698 3.00847
Br -9.94310 -1.33984 4.43168
H -8.90432 -1.33538 2.19170
C 11.15308 -10.33885 3.38776
Br 9.28938 -10.73000 3.64153
Br 11.87404 -9.32039 4.84935
Br 12.17402 -11.93835 3.06734
H 11.23188 -9.72764 2.49999
C -11.60182 9.10564 -7.47007
Br -11.27053 7.23315 -7.74166
Br -13.20762 9.67928 -8.35757
Br -11.62165 9.55413 -5.60125
H -10.78033 9.64480 -7.91861
C -4.16244 4.19816 4.32838
Br -6.04121 3.94574 4.67594
Br -3.27766 5.04971 5.81292
Br -3.29944 2.54181 3.85663
H -4.08446 4.86412 3.48046
C 8.42264 -1.40120 -0.44367
Br 8.38387 -3.00644 0.61291
Br 9.82588 -0.21416 0.11882
Br 8.53183 -1.79584 -2.32163
H 7.48674 -0.88804 -0.28121
C 0.66870 6.58432 4.34077
Br 1.04618 4.71060 4.11156
Br -0.96882 7.09946 3.47361
Br 0.66940 7.08125 6.19656
H 1.46732 7.13019 3.86060
C -1.12490 -6.18751 2.68263
Br -0.57360 -6.64022 4.46365
Br -2.26765 -7.53002 1.91784
Br -1.96013 -4.45146 2.58800
H -0.23112 -6.15472 2.08236
```

Properties
Relative energy (zero: lowest compared OMol25 entry of this formula, charge and spin): 0.000 eV
HOMO energy: -9.368 eV
Net charge: 0
Energy: -165771.720194 hartree
Kohn-Sham gap: 8.90 eV